A structure of composition C18H30Cl2NiO3S2Si. Source: the Open Molecules 2025 dataset; level of theory: ωB97M-V/def2-TZVPD.

Calculated values
Total charge = 0
Total energy = -4444.40203 a.u.
Spin multiplicity = 3
Kohn-Sham gap (alpha / beta) = 0.3110 / 0.2750 hartree
LUMO level (alpha / beta) = 0.438 / -0.659 eV

Atoms and positions in Å:
Ni: 0.51701 0.50267 0.52544
C: -1.47221 -2.29799 0.37253
C: -1.99069 -1.30172 1.39444
C: -3.50542 -1.19294 1.33271
C: -1.53429 -1.66485 2.79690
O: -1.40920 -0.01243 0.99675
Si: -1.86413 1.56895 1.42760
S: -0.27471 2.61456 0.62004
O: -3.35373 1.94115 0.87771
C: -3.86094 2.35018 -0.40870
C: -3.61183 3.84387 -0.56342
C: -3.19712 1.57047 -1.53685
C: -5.35251 2.05224 -0.36235
O: -1.99818 1.48081 3.04729
C: -2.51986 2.44295 3.98611
C: -1.81938 2.14479 5.30302
C: -2.20814 3.85898 3.52148
C: -4.02101 2.22398 4.10663
H: -1.84983 -3.29586 0.60096
H: -0.38054 -2.34729 0.40126
H: -1.79569 -2.02870 -0.63380
H: -3.94418 -2.16217 1.57355
H: -3.83691 -0.90307 0.33645
H: -3.88087 -0.46247 2.04879
H: -2.00605 -2.60567 3.08710
H: -1.81914 -0.89473 3.50978
H: -0.45582 -1.80652 2.83822
H: -2.54217 4.05362 -0.56258
H: -4.08003 4.38999 0.25664
H: -4.03334 4.20619 -1.50235
H: -2.12861 1.77798 -1.57684
H: -3.63860 1.86439 -2.49062
H: -3.34673 0.49753 -1.41165
H: -5.81747 2.58747 0.46556
H: -5.52111 0.98455 -0.22017
H: -5.83588 2.35941 -1.29078
H: -0.74272 2.27356 5.19630
H: -2.01591 1.11705 5.60921
H: -2.17822 2.81358 6.08667
H: -1.13501 3.98961 3.38345
H: -2.55551 4.58187 4.26134
H: -2.70979 4.08152 2.57747
H: -4.22765 1.20409 4.43477
H: -4.51064 2.38740 3.14764
H: -4.44726 2.91127 4.83982
Cl: 2.42450 0.58385 -0.87611
C: 3.69226 0.07529 0.25864
C: 4.98018 0.13849 -0.23783
C: 6.02200 -0.25100 0.58869
C: 5.74013 -0.69115 1.87314
C: 4.43496 -0.73638 2.32464
Cl: 4.15853 -1.30342 3.94130
C: 3.33832 -0.34986 1.53804
S: 1.70737 -0.43260 2.15794
H: 5.15431 0.48732 -1.24493
H: 7.04230 -0.21058 0.23552
H: 6.53264 -1.00302 2.53777

Cartesian forces (eV/Å) of the 6 atoms listed first:
0.0 -0.1 0.3
0.0 -0.1 0.0
0.1 0.1 -0.1
0.0 0.0 0.0
0.0 -0.1 0.0
-0.1 0.2 0.0

Atomic partial charges in e from the Mulliken method, atoms 1 to 4: number 1, Ni, carries 0.07; number 2, C, carries -1.80; number 3, C, carries 1.39; number 4, C, carries -1.42

A cluster of 2 separate species, C11H13N2P in total in a non-equilibrium geometry. Source: the Open Molecules 2025 dataset; level of theory: ωB97M-V/def2-TZVPD.

Calculated values
Total charge = 0
Total energy = -877.58890 a.u.
Relative energy (zero: lowest compared OMol25 entry of this formula, charge and spin) = 110.7 kcal/mol
Kohn-Sham gap (alpha / beta) = 0.2441 / 0.2875 hartree
LUMO level (alpha / beta) = -0.905 / 0.304 eV

Atoms and positions in Å:
C: -2.17948 1.74093 0.74613
C: -2.90998 1.13395 -0.29631
C: 3.77172 1.86948 0.27791
C: 3.18075 3.10320 0.16073
C: -0.88819 1.85693 0.31667
C: -2.05714 1.03249 -1.31666
C: 2.95416 0.89510 -0.26876
C: 1.92261 2.92251 -0.33465
C: -1.34199 -1.95699 -0.69871
C: -0.65614 -1.52598 0.31331
C: -1.95614 -3.30456 -1.09615
N: -0.79518 1.41814 -0.95691
N: 1.80327 1.60690 -0.69303
P: 0.61978 0.87720 -1.71110
H: -2.56663 1.55892 1.70340
H: -3.93262 0.82558 -0.05537
H: 4.69965 1.75954 0.76908
H: 3.52132 3.98435 0.75850
H: 0.02365 2.05845 0.90823
H: -2.28593 0.61972 -2.39301
H: 3.25461 0.05474 -0.75412
H: 1.16161 3.66305 -0.25922
H: -1.62344 -0.98603 -1.26283
H: -0.06495 -0.78014 0.77794
H: -3.10135 -3.27652 -1.08067
H: -1.65006 -3.38160 -2.12625
H: -1.52542 -4.20796 -0.59125

Cartesian forces (eV/Å) of the 6 atoms listed first:
0.6 -1.2 -0.4
-1.2 0.7 1.3
0.4 -1.6 -0.3
-0.7 2.0 2.1
0.8 0.6 2.8
-1.3 -1.8 -4.9

Atomic partial charges in e from the Mulliken method, atoms 1 to 4: number 1, C, carries -0.76; number 2, C, carries 0.22; number 3, C, carries -0.32; number 4, C, carries -0.53

The molecule C5H9FO5S in a non-equilibrium geometry. Source: the Open Molecules 2025 dataset; level of theory: ωB97M-V/def2-TZVPD.

Calculated values
Total charge = 0
Total energy = -1070.12610 a.u.
Relative energy (zero: lowest compared OMol25 entry of this formula, charge and spin) = 19.1 kcal/mol
SMILES = O[C@@H]1[C@](O)(F)[C@@H](O)OC[C@]1(O)S
Kohn-Sham gap = 0.3666 hartree
LUMO level = 0.541 eV

Atoms and positions in Å:
C: 1.31430 0.66705 -0.92675
C: 0.09829 -0.48298 0.98332
C: -0.97301 1.09918 -0.63901
C: -1.31472 -0.01133 0.32495
C: 1.18250 -0.62055 -0.06537
O: 0.04463 0.76851 -1.49433
O: -0.07795 -1.68903 1.70047
O: -0.72682 2.16654 0.26996
O: -2.29177 0.42956 1.23257
O: 2.43288 -0.63076 0.58824
F: -1.86595 -1.08631 -0.28696
S: 1.08838 -2.04770 -1.24385
H: 1.33620 1.50942 -0.15932
H: 2.07562 0.59784 -1.79219
H: 0.45421 0.26047 1.72922
H: -1.82720 1.33778 -1.38509
H: -0.14186 -2.29576 1.03403
H: -1.00911 3.00572 -0.01474
H: -2.94008 -0.28640 1.26400
H: 2.56153 -1.38748 1.19170
H: 0.57991 -1.30377 -2.31088

Cartesian forces (eV/Å) of the 6 atoms listed first:
-0.5 -0.2 1.3
-1.8 0.4 0.5
-2.6 1.5 -0.8
1.1 0.0 1.6
2.5 0.7 -0.8
-0.3 0.9 -1.8

Atomic partial charges in e from the Mulliken method, atoms 1 to 4: number 1, C, carries -0.98; number 2, C, carries -0.63; number 3, C, carries -0.26; number 4, C, carries 1.04